1 | Computed, not measured: a 2-piece molecular cluster, C3H10N2S overall, with ωB97M-V/def2-TZVPD.

total charge: 0
LUMO level: 0.9 eV
orbital gap: 9.62 eV
multiplicity: 1

Last column: Löwdin charge in e.
Geometry (Å):
H (1.23036, 3.78899, -0.42292)  0.0155
N (1.08717, 2.81199, -0.68154)  0.0222
C (0.68593, 2.90311, -1.95689)  -0.3588
N (-0.41866, 2.20578, -2.35450)  0.0513
H (1.12732, 3.45167, -2.68558)  0.0689
H (-0.79517, 1.60273, -1.62307)  0.0842
H (-0.39337, 1.59325, -3.23711)  0.1236
C (1.01916, -2.12963, 0.28938)  -0.2047
C (-0.23033, -2.66126, 1.07784)  -0.6880
S (-1.03532, -1.25009, 1.70122)  0.6777
H (1.48086, -1.29976, 0.73127)  0.0204
H (0.62746, -1.97312, -0.75059)  0.0729
H (1.84641, -2.95542, 0.27373)  0.0952
H (0.15208, -3.41574, 1.89708)  0.1093
H (-0.93507, -3.13287, 0.36741)  0.0510
H (-1.30399, -1.45599, 3.02056)  -0.1408

=====

2 | Computed, not measured: a 2-piece molecular cluster, C3H10N2S overall, with ωB97M-V/def2-TZVPD.

total charge: 0
LUMO level (alpha / beta): 0.0 / -1.0 eV
orbital gap (alpha / beta): 7.93 / 7.45 eV
multiplicity: 1

Last column: Löwdin charge in e.
Geometry (Å):
C (-2.10863, -1.45825, -0.09219)  -0.2347
C (0.07278, 1.59721, -1.14431)  -0.2444
C (2.96159, -0.80938, 0.54081)  0.0763
N (-1.23485, 1.21918, 1.28160)  -0.3468
N (-1.03757, -0.70436, -0.55885)  -0.3279
S (-0.34649, 0.46766, 0.25729)  0.7844
H (-2.86753, -0.86718, 0.59668)  0.1164
H (-1.81213, -2.20463, 0.58909)  0.0526
H (-2.46173, -2.09044, -0.86403)  0.0594
H (1.09022, 1.93715, -1.15124)  0.0104
H (-0.16404, 1.04577, -2.16857)  0.0833
H (-0.59213, 2.52706, -1.14200)  0.0654
H (3.20703, -1.83274, 0.39163)  -0.0275
H (3.42221, -0.08658, 0.01303)  -0.0678
H (2.55450, -0.59168, 1.57952)  0.0138
H (-0.68323, 1.85123, 1.87152)  -0.0129

=====

In kcal/mol, relative to the most stable structure: 1 0.0; 2 102.1.

=====

1 | Computed, not measured: the molecule C3H10N2S, with ωB97M-V/def2-TZVPD.

total charge: 0
LUMO level: 1.0 eV
orbital gap: 9.90 eV
multiplicity: 1

Last column: Löwdin charge in e.
Geometry (Å):
N (1.86254, 0.18866, -2.17968)  -0.0025
C (1.32918, -0.61319, -1.08192)  -0.2576
C (0.09552, 0.01155, -0.45018)  -0.4999
N (0.39445, 1.41262, -0.06574)  0.0195
C (-0.33363, -0.78817, 0.77445)  -0.5666
S (-1.74236, -0.07062, 1.63014)  0.7181
H (2.87401, 0.22542, -2.13708)  0.0680
H (1.66346, -0.18144, -3.09909)  0.0670
H (2.10543, -0.67521, -0.31646)  0.1197
H (1.03852, -1.62793, -1.37950)  0.1143
H (-0.76483, 0.03504, -1.13385)  0.1293
H (0.92056, 1.83172, -0.82349)  0.0486
H (-0.48208, 1.90692, 0.03812)  0.0428
H (0.49878, -0.95019, 1.46130)  0.0744
H (-0.57312, -1.79747, 0.41988)  0.0776
H (-2.66404, -0.94176, 1.20987)  -0.1527

=====

2 | Computed, not measured: a 2-piece molecular cluster, C3H10N2S overall, with ωB97M-V/def2-TZVPD.

total charge: 0
LUMO level: 1.0 eV
orbital gap: 9.06 eV
multiplicity: 1

Last column: Löwdin charge in e.
Geometry (Å):
H (2.80474, 0.12722, 1.60565)  0.0333
N (2.58036, 0.12569, 0.61387)  0.0538
C (2.14237, -1.00662, 0.24759)  -0.3824
N (2.03755, -1.34793, -1.09891)  0.0482
H (1.71597, -1.59688, 1.06174)  0.1095
H (2.42057, -2.23073, -1.39399)  0.0763
H (2.33765, -0.58993, -1.70001)  0.0852
C (-1.97004, 1.18832, 1.35613)  -0.4560
S (-1.33952, 1.79438, -0.23855)  0.7142
C (-1.56060, 0.33802, -1.26608)  -0.4492
H (-3.08558, 1.34229, 1.30542)  0.0354
H (-1.58650, 1.77170, 2.19720)  0.0255
H (-2.04483, 0.15749, 1.69407)  0.0310
H (-0.51233, -0.04840, -1.43166)  0.0098
H (-2.03336, -0.44750, -0.65417)  0.0344
H (-1.90646, 0.42288, -2.29831)  0.0310

=====

In kcal/mol, relative to the most stable structure: 1 0.0; 2 29.7.